Density functional theory data (ωB97M-V/def2-TZVPD) for a molecular structure, C11H12I2.

Output
E_HOMO, eV: -8.5860
HOMO-LUMO gap, Eh: 0.31357

The geometry in XYZ format:
```
25
Properties=species:S:1:pos:R:3:nbo_charge:R:1
C -1.645 0.012 -2.854 -0.22
C -2.078 1.053 -2.010 -0.20
C -1.076 -1.184 -2.392 -0.20
C -1.835 0.924 -0.655 -0.23
C -0.899 -1.361 -1.037 -0.21
C -1.221 -0.231 -0.184 -0.05
C -0.867 -0.526 1.273 -0.04
C -1.925 -1.081 2.031 -0.40
C 0.835 1.365 1.199 -0.62
C 1.577 -1.117 1.054 -0.62
C 0.530 -0.034 1.652 -0.27
I -1.494 -1.831 3.977 0.17
I -3.823 -1.446 1.180 0.22
H -1.751 0.125 -3.914 0.21
H -2.605 1.983 -2.287 0.22
H -0.733 -2.094 -2.862 0.22
H -2.081 1.751 -0.055 0.22
H -0.382 -2.242 -0.785 0.22
H 0.278 1.498 0.222 0.23
H 0.215 2.090 1.801 0.21
H 1.847 1.608 1.259 0.22
H 1.530 -1.248 -0.128 0.22
H 1.328 -2.110 1.444 0.21
H 2.641 -0.816 1.543 0.22
H 0.536 -0.156 2.773 0.23
```

Density functional theory data (ωB97M-V/def2-TZVPD) for a molecular structure, C61H79N5O6SeTeTi.

Output
Charge: -2
E_HOMO, eV: -0.7555
HOMO-LUMO gap, Eh: 0.15792

The geometry in XYZ format:
```
154
Properties=species:S:1:pos:R:3:mulliken_charge:R:1
Ti -0.789 0.395 0.276 -2.35
C 3.812 -2.611 5.876 -1.94
C 2.418 -3.226 5.743 2.06
C 2.581 -4.738 5.530 -1.74
C 1.649 -2.969 7.048 -1.60
C 1.634 -2.622 4.578 -0.18
C 2.115 -1.581 3.797 -0.55
C 1.344 -1.057 2.774 0.46
Se 1.995 0.494 1.837 0.33
C 1.297 1.719 3.126 -0.22
C 2.123 2.152 4.150 -0.41
C 1.635 2.992 5.138 -0.05
C 0.298 3.356 5.021 -0.91
C -0.575 2.937 4.021 0.21
C -0.071 2.074 2.995 -0.64
O -0.776 1.648 1.976 1.88
C -2.000 3.522 4.101 2.63
C -2.522 3.484 5.550 -2.13
C -1.956 4.979 3.617 -1.36
C -3.018 2.761 3.251 -1.67
C 2.488 3.528 6.286 2.06
C 3.879 2.892 6.311 -2.01
C 1.810 3.234 7.631 -1.58
C 2.654 5.047 6.126 -1.68
C 0.061 -1.540 2.473 -0.14
O -0.620 -0.983 1.484 0.56
C -0.436 -2.615 3.239 0.13
C 0.364 -3.098 4.271 -0.62
C -1.801 -3.304 3.047 2.65
C -2.640 -2.783 1.872 -2.56
C -2.634 -3.103 4.322 -1.93
C -1.566 -4.801 2.792 -1.86
H 4.350 -3.093 6.697 0.46
H 4.392 -2.749 4.961 0.37
H 3.753 -1.542 6.089 0.20
H 3.187 -5.177 6.328 0.48
H 1.615 -5.245 5.520 0.29
H 3.072 -4.933 4.574 0.34
H 2.200 -3.362 7.908 0.47
H 1.499 -1.896 7.187 0.30
H 0.666 -3.441 7.023 0.29
H 3.092 -1.148 3.964 0.42
H 3.151 1.814 4.144 0.35
H -0.102 4.030 5.769 0.14
H -2.027 4.210 6.199 0.42
H -3.589 3.718 5.553 0.49
H -2.387 2.490 5.981 0.37
H -1.206 5.550 4.173 0.20
H -1.708 5.018 2.556 0.04
H -2.934 5.452 3.754 0.40
H -3.045 1.706 3.531 0.36
H -4.013 3.190 3.406 0.48
H -2.781 2.841 2.197 -0.38
H 3.812 1.807 6.418 0.23
H 4.434 3.113 5.397 0.35
H 4.448 3.285 7.158 0.46
H 1.661 2.159 7.753 0.29
H 2.428 3.596 8.459 0.45
H 0.835 3.718 7.701 0.32
H 3.129 5.275 5.170 0.32
H 1.684 5.548 6.146 0.29
H 3.271 5.459 6.931 0.47
H -0.035 -3.904 4.877 0.18
H -2.954 -1.751 2.012 0.13
H -2.108 -2.838 0.923 0.36
H -3.539 -3.402 1.799 0.67
H -2.758 -2.035 4.516 0.30
H -3.626 -3.544 4.195 0.46
H -2.165 -3.556 5.200 0.35
H -0.998 -4.931 1.869 0.35
H -1.012 -5.281 3.603 0.35
H -2.525 -5.315 2.679 0.45
C 3.209 4.423 -2.865 -1.14
O 1.840 4.082 -2.874 0.04
C 1.094 4.401 -3.959 0.73
C 1.573 5.138 -5.037 -0.91
C 0.723 5.515 -6.067 -0.69
C -0.612 5.155 -6.020 -0.70
C -1.086 4.393 -4.961 -0.56
C -0.251 3.983 -3.932 0.39
N -0.810 3.254 -2.878 0.48
C -0.287 2.253 -2.101 -0.66
N 0.757 1.565 -2.565 0.68
C 1.372 0.447 -1.966 -1.06
C 0.808 -0.295 -0.938 1.28
C 1.508 -1.462 -0.574 0.22
C 2.714 -1.816 -1.131 -1.53
C 3.286 -1.022 -2.129 -0.56
C 2.596 0.087 -2.557 0.94
O 3.041 0.933 -3.558 -0.33
C 4.105 0.470 -4.354 -1.14
N -0.851 1.966 -0.963 0.89
C -2.106 2.602 -0.621 -0.58
C -3.345 1.829 -1.097 0.63
C -4.602 2.640 -0.957 -1.39
C -4.608 3.861 -0.374 -0.47
C -3.433 4.508 0.110 -0.28
C -2.205 3.881 -0.060 0.17
O -1.157 4.676 0.342 -0.53
C 0.195 4.244 0.364 -0.56
H 3.608 4.016 -1.940 0.24
H 3.350 5.508 -2.880 0.38
H 3.737 3.975 -3.710 0.38
H 2.607 5.452 -5.061 0.42
H 1.106 6.113 -6.885 0.38
H -1.287 5.462 -6.808 0.37
H -2.131 4.112 -4.912 0.52
H -1.750 3.505 -2.584 0.38
H 1.196 1.888 -3.409 0.47
H 1.077 -2.122 0.166 0.45
H 3.228 -2.710 -0.800 0.48
H 4.243 -1.289 -2.555 0.41
H 4.197 1.171 -5.182 0.26
H 3.902 -0.529 -4.749 0.44
H 5.048 0.448 -3.798 0.35
H -3.191 1.512 -2.144 0.39
H -5.512 2.220 -1.369 0.40
H -5.554 4.390 -0.288 0.28
H -3.457 5.493 0.556 0.37
H 0.707 4.936 1.035 0.33
H 0.649 4.306 -0.629 -0.06
H 0.305 3.236 0.747 -0.04
C -3.660 -6.553 -6.822 -1.47
C -3.014 -5.481 -5.978 0.82
C -1.870 -5.731 -5.236 -1.06
C -1.292 -4.759 -4.417 0.97
C -0.047 -5.114 -3.650 -1.62
C -1.863 -3.474 -4.315 -0.08
Te -1.052 -2.005 -2.996 0.02
C -3.015 -3.214 -5.091 1.17
C -3.663 -1.854 -5.085 -1.48
C -3.565 -4.207 -5.897 -0.89
H -3.019 -7.434 -6.892 0.33
H -3.860 -6.193 -7.835 0.32
H -4.616 -6.869 -6.394 0.28
H -1.408 -6.715 -5.288 0.14
H 0.249 -6.148 -3.852 0.34
H -0.207 -4.985 -2.578 0.23
H 0.772 -4.443 -3.921 0.27
H -3.743 -1.460 -4.071 -0.01
H -4.658 -1.899 -5.538 0.33
H -3.055 -1.144 -5.652 0.29
H -4.456 -3.980 -6.479 0.25
C -4.518 -1.719 -1.002 -0.92
N -4.602 -0.261 -0.967 -0.04
C -3.466 0.437 -0.365 -0.93
N -3.718 0.619 1.079 -0.10
O -2.277 -0.249 -0.527 0.25
H -5.271 -2.098 -1.697 0.32
H -4.679 -2.192 -0.023 0.24
H -3.534 -2.006 -1.371 0.17
H -5.419 0.020 -0.442 0.40
H -4.273 1.463 1.200 0.53
H -2.830 0.770 1.552 -0.17
```

Density functional theory data (ωB97M-V/def2-TZVPD) for a molecular structure, H10O5.

Output
E_HOMO, eV: -9.5255
HOMO-LUMO gap, Eh: 0.36519

The geometry in XYZ format:
```
15
Properties=species:S:1:pos:R:3:nbo_charge:R:1
H -0.980 -1.528 0.462 0.43
H -0.001 -0.474 0.951 0.48
H 1.075 -0.610 -0.387 0.45
H 0.435 0.444 -1.275 0.48
H -1.955 2.627 -1.855 0.46
H -2.504 2.198 -0.504 0.47
H 2.931 -3.740 0.498 0.47
H 3.684 -2.759 -0.386 0.47
H -1.003 1.878 1.517 0.45
H -2.089 0.866 1.191 0.46
O -0.941 -0.684 0.926 -0.92
O 1.110 0.330 -0.597 -0.93
O -2.014 2.908 -0.935 -0.93
O 3.063 -3.495 -0.425 -0.94
O -1.167 1.078 1.005 -0.90
```

Density functional theory data (ωB97M-V/def2-TZVPD) for a molecular structure, C32H41CuN5S.

Output
Charge: -2
E_HOMO (alpha / beta), eV: 2.5236 / -0.1527
HOMO-LUMO gap (alpha / beta), Eh: 0.06071 / 0.15555
2S+1: 2

The geometry in XYZ format:
```
80
Properties=species:S:1:pos:R:3:mulliken_charge:R:1
Cu 0.379 0.323 0.245 -1.44
N -0.129 -2.091 2.267 0.37
N 0.660 -2.350 -0.845 1.21
C 1.995 1.686 0.075 0.69
C 2.881 0.611 0.433 0.99
C 2.576 0.205 1.751 0.62
C 3.209 -0.903 2.508 -1.67
H 3.865 -1.499 1.866 0.45
H 2.449 -1.563 2.946 0.33
H 3.825 -0.510 3.331 0.38
C 1.520 1.024 2.249 0.81
C 0.894 0.883 3.582 -1.37
H 1.506 1.337 4.377 0.31
H 0.760 -0.180 3.817 0.25
H -0.095 1.355 3.603 0.15
C 1.191 1.995 1.249 0.00
C 0.369 3.220 1.404 -1.47
H -0.444 3.064 2.121 0.33
H -0.065 3.515 0.442 0.14
H 0.975 4.068 1.769 0.33
C 3.906 -0.008 -0.441 -1.71
H 4.860 -0.138 0.093 0.43
H 4.092 0.599 -1.334 0.43
H 3.577 -1.004 -0.774 0.09
C 1.990 2.477 -1.182 -1.74
H 0.967 2.507 -1.586 0.11
H 2.638 2.015 -1.937 0.25
H 2.329 3.516 -1.029 0.34
C -0.977 -2.329 3.269 -0.27
H -1.016 -1.575 4.061 0.22
C -1.768 -3.480 3.375 -1.03
H -2.394 -3.600 4.261 0.54
C -1.736 -4.415 2.338 -0.59
H -2.378 -5.294 2.372 0.36
C -0.843 -4.210 1.294 -0.76
H -0.737 -4.874 0.435 0.31
C 0.005 -3.066 1.347 1.06
C 1.038 -2.843 0.388 -1.45
H 1.997 -2.457 0.745 0.02
C 0.636 -0.985 -1.149 0.01
C 0.250 -3.108 -1.947 -1.05
H 0.153 -4.178 -1.885 0.42
C 0.038 -2.254 -2.948 -0.57
H -0.276 -2.417 -3.957 0.53
N 0.320 -0.968 -2.472 1.63
C 0.390 0.173 -3.353 -0.57
C 1.580 0.421 -4.060 1.15
C 1.628 1.523 -4.921 -1.01
H 2.540 1.725 -5.484 0.24
C 0.520 2.350 -5.106 0.96
C 0.586 3.547 -6.010 -1.50
H 0.559 4.494 -5.451 0.30
H -0.268 3.549 -6.699 0.35
H 1.510 3.524 -6.595 0.35
C -0.666 2.040 -4.444 -1.32
H -1.555 2.650 -4.611 0.27
C -0.768 0.918 -3.611 1.33
C -2.097 0.510 -3.063 -1.33
H -2.415 -0.479 -3.428 0.25
H -2.845 1.242 -3.394 0.43
H -2.113 0.499 -1.962 0.12
C 2.763 -0.489 -3.973 -1.59
H 2.689 -1.314 -4.700 0.31
H 2.891 -0.921 -2.974 0.02
H 3.674 0.074 -4.221 0.44
S -1.900 0.754 0.462 -1.31
C -2.630 0.320 1.954 1.81
N -3.400 -0.778 2.057 -0.15
C -4.327 -1.061 3.160 -1.36
C -4.569 0.191 3.978 -2.17
C -3.284 0.942 4.261 -1.89
N -2.546 1.139 3.016 0.40
H -3.407 -1.363 1.231 0.29
H -3.896 -1.857 3.779 -0.15
H -5.260 -1.449 2.731 0.94
H -5.044 -0.073 4.925 1.87
H -5.261 0.840 3.438 0.16
H -2.646 0.380 4.956 0.19
H -3.479 1.930 4.695 1.14
H -1.952 1.951 2.890 0.02
```

Density functional theory data (ωB97M-V/def2-TZVPD) for 2 unconnected molecules or ions with the total composition FNO3S2.

Output
E_HOMO (alpha / beta), eV: -11.5806 / -11.5738
HOMO-LUMO gap (alpha / beta), Eh: 0.31722 / 0.31705

The geometry in XYZ format:
```
7
Properties=species:S:1:pos:R:3:nbo_charge:R:1
N -1.068 -0.410 0.710 -0.77
O -1.926 1.305 2.182 -0.84
O 1.591 0.768 -0.647 -0.83
O 0.137 -0.667 -2.142 -0.81
F 1.462 -1.671 -0.415 -0.45
S -0.928 1.008 1.190 1.40
S 0.732 -0.333 -0.877 2.29
```

Density functional theory data (ωB97M-V/def2-TZVPD) for a molecular structure, C26H24MoNO5PS4.

Output
Charge: +2
E_HOMO, eV: -14.3645
HOMO-LUMO gap, Eh: 0.24027

The geometry in XYZ format:
```
62
Properties=species:S:1:pos:R:3:nbo_charge:R:1
Mo -0.674 -0.328 -0.058 1.03
O -1.106 -3.858 0.194 -0.49
C -0.887 -2.967 0.955 0.80
O -1.418 -1.721 0.715 -0.53
C -0.021 -3.058 2.155 -0.18
C 0.265 -4.340 2.615 -0.14
C 1.137 -4.522 3.674 -0.17
C 1.753 -3.425 4.257 -0.17
C 1.483 -2.142 3.798 -0.12
C 0.579 -1.938 2.763 -0.35
P 0.158 -0.230 2.283 1.21
C -1.297 0.202 3.282 -0.42
C -1.572 1.554 3.499 -0.21
C -2.736 1.922 4.153 -0.19
C -3.628 0.949 4.585 -0.16
C -3.347 -0.394 4.383 -0.20
C -2.181 -0.773 3.734 -0.13
C 1.485 0.867 2.780 -0.44
C 1.559 1.302 4.107 -0.13
C 2.585 2.147 4.491 -0.22
C 3.523 2.572 3.558 -0.15
C 3.452 2.137 2.242 -0.20
C 2.438 1.279 1.848 -0.17
H -0.207 -5.187 2.133 0.25
H 1.340 -5.521 4.034 0.25
H 2.448 -3.566 5.074 0.25
H 1.977 -1.293 4.251 0.23
H -0.869 2.310 3.168 0.23
H -2.945 2.968 4.333 0.24
H -4.539 1.239 5.091 0.24
H -4.035 -1.149 4.739 0.24
H -1.962 -1.824 3.601 0.21
H 0.810 0.987 4.824 0.22
H 2.650 2.480 5.518 0.24
H 4.312 3.248 3.860 0.24
H 4.186 2.472 1.522 0.23
H 2.387 0.924 0.830 0.23
S -4.623 4.566 -0.824 0.46
C -4.181 3.164 -1.244 -0.37
S -3.726 1.718 -1.674 0.21
S -2.056 1.292 0.319 0.23
O -2.079 -0.684 -3.778 -0.48
C -1.231 0.068 -3.414 0.70
C -0.607 1.247 -4.155 -0.52
C 0.373 1.891 -3.163 -0.51
C 0.257 0.989 -1.975 0.71
O 0.803 1.065 -0.836 -0.61
N -0.600 -0.009 -2.139 -0.69
H -1.409 1.918 -4.456 0.27
H -0.131 0.891 -5.068 0.27
H 0.094 2.906 -2.878 0.27
H 1.405 1.932 -3.514 0.27
C 2.878 -1.705 -2.219 -0.80
S 1.303 -2.426 -1.728 1.26
C 1.903 -4.003 -1.122 -0.80
O 0.980 -1.650 -0.423 -0.98
H 3.601 -1.824 -1.414 0.26
H 2.702 -0.649 -2.415 0.25
H 3.224 -2.194 -3.129 0.27
H 2.323 -4.548 -1.968 0.27
H 1.048 -4.549 -0.729 0.28
H 2.651 -3.836 -0.350 0.25
```

Density functional theory data (ωB97M-V/def2-TZVPD) for 8 unconnected molecules or ions with the total composition C7H28ClN14O11.

Output
Charge: -1
E_HOMO, eV: -7.1256
HOMO-LUMO gap, Eh: 0.33868

The geometry in XYZ format:
```
61
Properties=species:S:1:pos:R:3:nbo_charge:R:1
Cl 16.545 -21.524 21.210 2.56
O 15.394 -21.192 21.991 -0.85
O 17.605 -22.097 22.002 -0.87
O 16.264 -22.399 20.098 -0.89
O 17.039 -20.283 20.639 -0.92
C 16.425 -23.813 25.928 0.77
O 16.464 -23.338 27.059 -0.67
N 15.921 -25.077 25.709 -0.86
N 16.764 -23.130 24.811 -0.84
H 15.960 -25.434 24.773 0.37
H 15.647 -25.658 26.474 0.40
H 17.141 -22.199 24.924 0.43
H 16.682 -23.549 23.905 0.39
C 20.790 -21.090 24.294 0.77
O 20.110 -21.622 25.177 -0.69
N 22.113 -20.837 24.507 -0.86
N 20.305 -20.870 23.045 -0.83
H 22.704 -20.294 23.909 0.39
H 22.495 -21.413 25.234 0.41
H 19.359 -21.000 22.733 0.43
H 20.992 -20.559 22.382 0.38
C 12.237 -24.185 18.608 0.77
O 12.491 -25.286 18.151 -0.65
N 11.013 -23.800 19.090 -0.86
N 13.208 -23.205 18.717 -0.85
H 10.796 -22.833 19.224 0.39
H 10.311 -24.512 19.160 0.40
H 14.167 -23.481 18.865 0.42
H 13.023 -22.426 19.331 0.37
C 19.557 -23.949 19.116 0.77
O 20.726 -23.984 18.728 -0.69
N 18.633 -23.085 18.603 -0.86
N 19.067 -24.847 20.019 -0.85
H 18.873 -22.578 17.766 0.43
H 17.663 -23.150 18.854 0.40
H 18.083 -24.843 20.200 0.39
H 19.767 -25.375 20.502 0.40
C 18.908 -16.650 20.948 0.77
O 19.797 -15.971 21.456 -0.67
N 18.153 -17.545 21.640 -0.86
N 18.667 -16.609 19.602 -0.85
H 18.437 -17.665 22.603 0.41
H 17.664 -18.343 21.262 0.42
H 18.923 -15.807 19.062 0.40
H 18.019 -17.265 19.204 0.38
C 17.067 -18.832 24.623 0.78
O 17.787 -18.003 25.162 -0.66
N 15.791 -18.634 24.153 -0.86
N 17.504 -20.136 24.453 -0.89
H 15.495 -17.690 24.356 0.39
H 15.485 -19.084 23.306 0.41
H 17.085 -20.680 23.721 0.39
H 18.446 -20.323 24.767 0.43
C 17.483 -20.244 16.329 0.78
O 18.383 -21.066 16.298 -0.65
N 17.375 -19.252 15.363 -0.87
N 16.648 -20.093 17.392 -0.86
H 16.468 -18.929 15.069 0.38
H 18.069 -19.119 14.651 0.40
H 15.806 -19.550 17.392 0.38
H 16.885 -20.476 18.298 0.44
```

Density functional theory data (ωB97M-V/def2-TZVPD) for a molecular structure, C28H33GeO7PSTi.

Output
E_HOMO, eV: -7.8841
HOMO-LUMO gap, Eh: 0.25317

The geometry in XYZ format:
```
72
Properties=species:S:1:pos:R:3:mulliken_charge:R:1
Ti -0.024 0.833 0.236 0.23
O -1.736 0.144 -0.444 -0.41
S -1.091 -1.008 -1.154 1.66
O -1.733 -2.265 -0.976 -0.63
O 0.329 -0.929 -0.696 -0.47
C -1.146 -0.582 -2.868 -0.04
C -1.929 -1.345 -3.718 -0.43
C -2.086 -0.935 -5.031 -0.71
C -1.491 0.243 -5.461 -0.78
C -0.708 0.995 -4.597 -0.55
C -0.500 0.578 -3.285 -0.26
P 0.649 1.441 -2.118 1.64
C 0.473 3.138 -2.737 0.81
C -0.689 3.789 -2.319 -0.87
C -0.941 5.087 -2.729 -0.74
C -0.036 5.736 -3.557 -0.55
C 1.124 5.093 -3.962 -0.68
C 1.387 3.795 -3.549 -0.30
C 2.220 0.704 -2.705 0.49
C 2.544 0.690 -4.061 -0.32
C 3.749 0.154 -4.488 -0.88
C 4.635 -0.384 -3.568 -0.56
C 4.303 -0.405 -2.221 -0.82
C 3.102 0.131 -1.789 -0.41
H -2.407 -2.237 -3.337 0.61
H -2.690 -1.521 -5.710 0.40
H -1.640 0.580 -6.478 0.43
H -0.270 1.925 -4.935 0.51
H -1.388 3.273 -1.669 0.31
H -1.836 5.596 -2.397 0.44
H -0.233 6.750 -3.879 0.39
H 1.834 5.612 -4.594 0.43
H 2.307 3.305 -3.839 0.49
H 1.851 1.086 -4.791 0.38
H 3.991 0.154 -5.543 0.43
H 5.582 -0.789 -3.901 0.39
H 4.990 -0.837 -1.505 0.43
H 2.853 0.108 -0.741 0.33
O 0.139 4.362 0.968 -0.56
C 0.261 3.178 0.917 0.71
O -0.715 2.280 1.056 -0.59
C 1.518 2.407 0.524 0.47
O 2.225 2.771 -0.389 -0.52
O 1.579 1.208 1.061 -0.41
C -1.119 -5.749 4.142 -1.33
C -1.164 -4.833 2.920 -0.44
C -0.717 -3.406 3.243 -0.20
C -0.870 -2.488 2.030 -1.14
Ge -0.178 -0.633 2.307 0.76
C -1.314 0.474 3.548 -1.06
C -1.777 -0.222 4.828 -0.73
C -0.628 -0.651 5.736 -0.13
C -1.112 -1.419 6.963 -1.38
H -1.449 -6.757 3.888 0.40
H -1.769 -5.366 4.931 0.30
H -0.105 -5.812 4.541 0.32
H -2.182 -4.801 2.523 0.33
H -0.524 -5.235 2.130 0.36
H 0.328 -3.419 3.569 0.38
H -1.311 -3.029 4.081 -0.05
H -1.915 -2.431 1.722 0.55
H -0.319 -2.902 1.184 0.50
H 1.218 -0.862 2.967 -0.13
H -2.176 0.785 2.955 0.47
H -0.740 1.374 3.778 0.41
H -2.375 -1.102 4.570 0.28
H -2.433 0.460 5.382 0.49
H -0.073 0.235 6.056 0.43
H 0.060 -1.276 5.161 0.17
H -1.785 -0.805 7.564 0.35
H -0.273 -1.718 7.593 0.38
H -1.652 -2.320 6.664 0.26
```

Energy (computed, a.u.): -1021.6528, -6616.0906, -382.0729, -3556.2871, -1176.5872, -3437.9524, -2338.0857, -5279.4249